103
Properties=species:S:1:pos:R:3 method="wB97M-V/def2-TZVPD" homo_lumo_gap_ev=5.61 homo_energy_ev=-2.629 relative_energy_kcal_mol=2.7 multiplicity=1 total_charge=-2 total_energy_ev=-107365.602
Tl -0.142 0.650 -0.231
C -6.122 -0.579 -1.053
C -5.154 0.332 -0.664
C -3.881 -0.105 -0.318
C -3.588 -1.458 -0.394
C -4.557 -2.384 -0.779
C -5.825 -1.939 -1.103
N -2.250 -1.821 -0.048
N -1.938 -2.993 -0.318
C -0.579 -3.318 0.018
C -0.140 -4.576 -0.374
C 1.176 -4.915 -0.109
C 1.990 -3.991 0.527
C 1.447 -2.763 0.885
N 0.183 -2.438 0.647
H -7.116 -0.235 -1.316
H -5.375 1.391 -0.619
H -3.138 0.613 0.013
H -4.303 -3.433 -0.820
H -6.586 -2.650 -1.400
H -0.822 -5.240 -0.886
H 1.566 -5.878 -0.412
H 3.031 -4.204 0.731
H 2.049 -1.998 1.363
O 0.838 7.183 3.562
C 1.793 6.503 3.147
O 3.018 6.643 3.343
C 1.411 5.275 2.281
C 2.401 4.482 1.710
C 2.036 3.377 0.966
N 0.766 3.017 0.769
C -0.197 3.775 1.303
C 0.091 4.909 2.054
C -1.651 3.340 1.083
O -2.537 4.065 1.536
O -1.833 2.242 0.462
H 3.437 4.746 1.875
H 2.783 2.725 0.522
H -0.714 5.496 2.472
C -0.108 -3.029 4.923
C -1.025 -2.135 4.116
O -0.697 -0.773 4.369
P -0.737 0.208 3.026
O -0.427 1.605 3.778
C 0.934 2.044 3.890
C 1.478 1.749 5.271
O -2.314 0.363 2.789
C -3.151 1.280 3.518
C -4.581 1.036 3.102
H -0.369 -4.079 4.775
H -0.187 -2.796 5.986
H 0.928 -2.882 4.617
H -2.073 -2.301 4.386
H -0.927 -2.356 3.047
H 0.930 3.114 3.683
H 1.540 1.563 3.116
H 0.868 2.239 6.031
H 2.499 2.125 5.352
H 1.475 0.676 5.469
H -2.852 2.297 3.268
H -3.006 1.116 4.589
H -4.675 1.171 2.027
H -5.235 1.758 3.594
H -4.906 0.027 3.363
O 3.054 0.079 -0.060
S 4.065 -0.358 -1.066
C 3.366 -1.755 -1.948
C 2.057 -1.695 -2.408
C 1.532 -2.785 -3.080
C 2.312 -3.918 -3.288
C 3.617 -3.969 -2.823
C 4.150 -2.880 -2.142
C 3.980 0.814 -2.420
C 2.982 1.769 -2.421
C 2.912 2.665 -3.481
C 3.838 2.600 -4.508
C 4.844 1.638 -4.489
C 4.920 0.739 -3.441
H 1.459 -0.797 -2.287
H 0.520 -2.727 -3.461
H 1.898 -4.764 -3.824
H 4.222 -4.851 -2.990
H 5.166 -2.904 -1.764
H 2.261 1.804 -1.616
H 2.109 3.388 -3.505
H 3.767 3.286 -5.342
H 5.556 1.582 -5.303
H 5.692 -0.023 -3.422
O 1.272 0.314 -10.362
C 2.084 0.161 -9.269
O 3.247 -0.102 -9.462
C 1.452 0.324 -7.951
C 0.155 0.820 -7.754
C -0.387 0.936 -6.495
C 0.327 0.558 -5.331
S -0.380 0.694 -3.770
C 1.643 0.085 -5.550
C 2.182 -0.029 -6.810
H 0.368 0.443 -10.054
H -0.455 1.161 -8.588
H -1.386 1.331 -6.367
H 2.242 -0.184 -4.689
H 3.194 -0.394 -6.941